Below is C19H30AsBrMoN2O9S2SbSe4Si2 as an isolated structure, with properties calculated with wB97M-V/def2-TZVPD.

E_tot in eV: -479688.017
Energy above the lowest of the compared OMol25 structures with the same formula, charge and spin in eV: 2.365
Strongest force on any atom in Eh/bohr: 0.053
Total charge: -1
HOMO energy (alpha / beta) in eV: -4.13 / -4.13
2S+1: 3

Geometry (Å):
Mo1 0.09 -1.89 -0.58
N1 3.80 -0.77 -1.50
C1 3.65 0.37 -0.65
C2 2.24 0.40 -0.04
O1 1.85 1.53 0.44
O2 1.56 -0.60 -0.06
H1 4.74 -1.16 -1.49
H2 3.51 -0.61 -2.45
H3 3.79 1.34 -1.14
H4 4.35 0.31 0.18
O3 -1.09 -3.72 5.69
C3 -1.51 -3.69 4.41
C4 -2.02 -4.80 3.74
C5 -2.44 -4.65 2.44
N2 -2.33 -3.50 1.76
C6 -1.79 -2.52 2.42
Br1 -1.36 -0.99 1.32
C7 -1.39 -2.49 3.73
H5 -0.70 -4.59 5.88
H6 -2.05 -5.77 4.22
H7 -2.84 -5.49 1.88
H8 -0.91 -1.64 4.19
O4 -3.90 -2.48 -2.09
S1 -2.65 -1.79 -2.11
O5 -2.68 -0.46 -1.57
O6 -1.55 -2.63 -1.47
C8 -2.10 -1.73 -3.84
C9 -3.07 -2.05 -4.77
C10 -2.77 -2.10 -6.12
C11 -1.49 -1.84 -6.56
C12 -0.49 -1.53 -5.64
C13 -0.78 -1.48 -4.29
S2 0.57 -1.07 -3.20
O7 -0.04 -0.18 -2.15
O8 1.64 -0.49 -3.96
O9 0.95 -2.34 -2.51
H9 -4.07 -2.27 -4.40
H10 -3.54 -2.35 -6.84
H11 -1.25 -1.88 -7.62
H12 0.53 -1.33 -5.95
C14 0.91 1.63 3.87
Si1 0.18 2.90 2.73
C15 1.02 4.54 2.99
C16 -1.62 3.13 3.17
As1 0.01 2.01 0.55
Si2 0.46 3.91 -0.80
C17 -0.89 5.17 -0.53
C18 2.11 4.70 -0.48
C19 0.36 3.36 -2.57
H13 1.42 2.11 4.71
H14 1.64 0.98 3.37
H15 0.13 0.98 4.27
H16 0.91 4.82 4.05
H17 0.57 5.33 2.38
H18 2.09 4.50 2.76
H19 -1.73 3.30 4.24
H20 -2.21 2.25 2.90
H21 -2.06 3.98 2.64
H22 -0.93 5.52 0.51
H23 -1.87 4.74 -0.77
H24 -0.73 6.03 -1.18
H25 2.06 5.39 0.37
H26 2.44 5.26 -1.36
H27 2.88 3.96 -0.25
H28 -0.64 2.95 -2.77
H29 1.07 2.56 -2.79
H30 0.54 4.19 -3.26
Se1 4.13 -5.50 1.42
Sb1 1.96 -5.19 2.47
Se2 2.00 -4.09 4.64
Se3 0.50 -7.14 2.50
Se4 0.86 -3.36 0.92

Here are the natural (NBO) charges for atoms 1 to 5, given in e: Mo 0.89; N -0.83; C -0.32; C 0.87; O -0.73